[1]
{
  "formula": "C4H8N4",
  "method": "ωB97M-V/def2-TZVPD",
  "total_energy_ev": -10230.591,
  "lumo_ev": 0.6,
  "spin_multiplicity": 1,
  "de_lowest_kcal_mol": 176.4,
  "homo_ev": -9.2,
  "elements": ["C", "C", "C", "C", "H", "H", "H", "H", "H", "H", "H", "H", "N", "N", "N", "N"],
  "positions_angstrom": [[1.254460, 0.507176, 1.052117], [-0.513973, 1.790884, -0.243431], [-0.130226, -1.249516, -1.585428], [-0.437008, -1.502661, 0.561727], [0.085968, 0.358921, 1.713079], [2.043452, 1.281855, 1.160478], [1.786261, -0.394651, 1.170256], [-0.743824, 1.744478, -1.497791], [-1.651102, 1.311320, 0.409480], [0.041874, 2.801986, 0.226797], [-0.118119, -0.464382, -2.687684], [-0.319307, -1.514593, 1.739793], [0.499115, 0.755164, -0.241056], [-0.140386, -0.453374, -0.364047], [-0.659658, -2.398921, -1.371476], [-0.997527, -2.573686, -0.042813]],
  "forces_ev_per_a": [[-4.232, 2.665, 0.705], [-1.357, 0.216, -0.751], [-1.362, 4.896, -1.429], [-1.966, -0.059, 1.695], [4.339, 1.283, -0.184], [-1.297, 0.181, 0.755], [0.163, -1.393, -0.744], [0.015, 1.154, 3.825], [3.525, 1.912, -1.716], [-2.109, -2.582, -1.572], [0.352, -3.286, 3.535], [-0.534, 0.363, -2.963], [2.206, -1.628, 1.732], [-0.141, -5.678, -2.016], [-1.050, -0.374, -1.344], [3.448, 2.330, 0.473]],
  "mulliken_charge": [-0.680, -0.619, 0.047, 0.030, 0.257, 0.249, 0.281, 0.238, 0.245, 0.263, 0.218, 0.280, -0.324, 0.292, -0.369, -0.409]
}



[2]
{
  "formula": "C5H13BGdO5S",
  "method": "ωB97M-V/def2-TZVPD",
  "total_energy_ev": -47945.784,
  "lumo_ev": [-14.0, -15.0],
  "spin_multiplicity": 8,
  "s_squared": 16.78,
  "charge": 3,
  "homo_ev": [-20.2, -20.0],
  "elements": ["C", "C", "C", "C", "O", "S", "O", "O", "B", "O", "O", "C", "H", "H", "H", "H", "H", "H", "H", "H", "H", "H", "H", "H", "H", "Gd"],
  "positions_angstrom": [[2.371894, 1.818365, 0.403105], [2.732992, 0.909885, -0.775391], [3.210892, -0.473022, -0.377797], [2.128059, -1.494632, -0.054358], [0.828456, -0.854121, 0.083586], [-0.337227, -1.797620, 0.616077], [-0.224784, -3.110881, 0.113332], [-1.620685, -1.073652, -0.146935], [-2.700638, -0.612608, 0.570899], [-2.443473, -0.116119, 1.882567], [-3.972861, -0.592345, 0.137581], [-4.316617, 0.312802, -0.937991], [1.446981, 1.502105, 0.883837], [2.225210, 2.830432, 0.036902], [3.170102, 1.869483, 1.136377], [1.871725, 0.852964, -1.443504], [3.536402, 1.375223, -1.337052], [3.728649, -0.927397, -1.229615], [3.904264, -0.424667, 0.459687], [2.403907, -2.054054, 0.847895], [2.020237, -2.242315, -0.854505], [-3.187951, 0.385341, 2.223141], [-3.631712, 1.180684, -0.998386], [-4.308709, -0.178743, -1.906245], [-5.331264, 0.685257, -0.802612], [-3.503850, 2.229636, 1.469405]],
  "forces_ev_per_a": [[-0.003, 0.139, -0.275], [0.045, 0.198, 0.190], [-0.702, -0.102, 0.058], [1.097, 0.183, -0.552], [-0.706, -0.187, 0.455], [0.036, 0.660, -0.579], [0.017, -0.720, 0.004], [0.405, -0.064, 0.575], [0.260, -1.230, 0.448], [0.639, 1.372, -0.919], [-0.027, 1.625, 0.004], [-0.583, -0.094, -0.482], [-0.039, -0.079, 0.230], [-0.056, 0.130, -0.036], [0.062, -0.109, 0.158], [-0.017, -0.103, -0.199], [0.092, 0.083, -0.079], [0.288, -0.077, 0.053], [0.274, 0.054, -0.062], [-0.292, -0.099, 0.162], [-0.321, -0.158, 0.030], [-0.503, -2.832, 1.527], [0.296, -0.062, -0.163], [0.274, -0.086, -0.117], [-0.173, -0.161, 0.269], [-0.364, 1.719, -0.702]],
  "mulliken_charge": [-1.043, -0.385, -0.685, -0.511, 0.013, 0.724, -0.303, -0.171, 1.224, -0.431, -0.316, -0.724, 0.182, 0.344, 0.358, 0.220, 0.402, 0.340, 0.397, 0.490, 0.453, 0.168, 0.362, 0.299, 0.367, 1.226]
}



[3]
{
  "formula": "C35H40N12O2Tc",
  "method": "ωB97M-V/def2-TZVPD",
  "total_energy_ev": -61078.045,
  "lumo_ev": [-13.7, -14.4],
  "spin_multiplicity": 4,
  "s_squared": 3.79,
  "charge": 4,
  "de_lowest_kcal_mol": 23.5,
  "homo_ev": [-16.7, -16.7],
  "elements": ["Tc", "C", "N", "C", "N", "C", "N", "C", "C", "C", "C", "C", "C", "C", "N", "N", "C", "O", "C", "C", "C", "C", "C", "C", "N", "C", "N", "C", "N", "C", "H", "H", "H", "H", "H", "H", "H", "H", "H", "H", "H", "H", "H", "H", "H", "H", "C", "C", "C", "C", "N", "N", "H", "H", "H", "H", "H", "H", "H", "H", "H", "H", "H", "H", "C", "N", "N", "C", "O", "C", "C", "C", "C", "C", "C", "C", "C", "C", "H", "H", "H", "H", "H", "H", "H", "H", "H", "H", "H", "H"],
  "positions_angstrom": [[0.316401, -0.374970, -1.826487], [-4.305534, -3.067341, -0.020122], [-3.327148, -2.315412, -0.843653], [-2.026075, -2.173214, -0.676670], [-1.535740, -1.379671, -1.644721], [-2.657898, -1.071063, -2.382963], [-3.742385, -1.616661, -1.920213], [-4.699362, -2.310727, 1.226687], [-6.029433, -1.950156, 1.475934], [-6.382861, -1.294250, 2.655324], [-5.420395, -0.969256, 3.590716], [-4.081105, -1.322019, 3.339402], [-3.738359, -2.009603, 2.164634], [-3.040698, -0.958414, 4.245982], [-3.096812, -0.217471, 5.338528], [-1.835651, -0.073575, 5.781054], [-1.054801, -0.729973, 4.942385], [-1.766288, -1.309147, 3.951164], [0.372579, -0.821617, 4.918734], [1.137544, -0.237231, 5.941567], [2.516390, -0.311522, 5.871746], [3.132832, -0.942226, 4.794397], [2.372644, -1.531012, 3.776170], [3.056292, -2.288137, 2.659785], [2.293074, -2.207686, 1.395163], [1.898409, -1.145287, 0.717070], [1.182288, -1.547088, -0.344483], [1.195296, -2.915941, -0.239257], [1.852532, -3.335516, 0.801194], [0.997417, -1.480145, 3.848074], [-3.843275, -4.025107, 0.221217], [-5.152535, -3.249261, -0.677787], [-1.459009, -2.648855, 0.103907], [-2.656862, -0.438963, -3.256507], [-6.800062, -2.194934, 0.755295], [-7.417731, -1.038229, 2.836264], [-5.681741, -0.457725, 4.507620], [-2.710656, -2.317493, 2.026072], [0.645520, 0.251791, 6.771673], [3.119618, 0.121031, 6.657578], [4.214215, -0.993865, 4.759863], [3.112969, -3.355885, 2.874008], [4.067379, -1.926500, 2.474585], [2.119730, -0.128498, 0.993168], [0.723639, -3.586880, -0.938087], [0.385473, -1.969156, 3.100716], [1.086672, 1.684228, -5.043752], [1.174401, 0.184672, -5.269846], [2.593502, -0.330976, -5.097190], [0.602120, -0.207608, -6.629127], [0.266810, -0.460610, -4.212389], [0.691085, -1.563622, -3.464302], [1.641253, 2.197945, -5.828097], [1.516155, 1.962102, -4.080722], [0.053623, 2.030921, -5.095469], [3.229933, 0.190782, -5.811124], [2.693391, -1.393981, -5.331599], [3.001027, -0.112944, -4.106976], [1.262465, 0.157437, -7.415690], [-0.376897, 0.245217, -6.791875], [0.526586, -1.289555, -6.740169], [-0.695877, -0.569606, -4.508396], [1.685148, -1.777565, -3.591889], [0.139870, -2.416317, -3.575464], [1.822645, 4.473695, 0.825966], [2.377290, 3.471294, -0.084893], [1.658932, 2.386613, -0.531432], [2.422581, 1.729990, -1.448102], [1.943171, 0.663060, -2.035393], [3.635729, 2.375346, -1.565184], [3.568309, 3.474037, -0.701327], [4.585512, 4.527726, -0.451979], [0.326237, 2.039707, -0.167429], [-0.618735, 1.921845, -1.204821], [-1.957300, 1.670197, -0.876428], [-2.332082, 1.520839, 0.450406], [-1.379838, 1.635208, 1.460338], [-0.044878, 1.880871, 1.161931], [0.758670, 4.588650, 0.632221], [2.315282, 5.418265, 0.612562], [1.998212, 4.196047, 1.863604], [4.458328, 2.110987, -2.205133], [5.514449, 4.267300, -0.951792], [4.783279, 4.647240, 0.613080], [4.246810, 5.487623, -0.847253], [-0.344243, 2.260398, -2.201664], [-2.707195, 1.669000, -1.656845], [-3.371836, 1.363956, 0.704426], [-1.684187, 1.565211, 2.497436], [0.683767, 1.989239, 1.955054]],
  "forces_ev_per_a": [[-0.004, 0.646, -0.727], [-0.241, -0.154, 0.202], [0.344, 0.090, -0.041], [-0.259, -0.372, 0.345], [0.276, 0.351, -0.130], [-0.329, 0.093, -0.221], [0.298, 0.105, -0.111], [-0.658, 0.101, -0.109], [0.184, -0.080, -0.160], [0.045, -0.150, -0.265], [0.603, -0.161, -0.122], [-0.880, -0.330, -0.859], [-0.031, 0.409, 0.656], [0.362, 1.132, 1.842], [-0.813, -0.964, -1.608], [1.794, -0.633, -0.677], [-1.491, 0.875, 1.148], [-0.032, 0.036, -0.055], [1.078, -0.048, -0.006], [-0.252, -0.261, -0.407], [0.089, -0.118, -0.198], [-0.001, -0.106, -0.230], [0.482, 0.248, 0.293], [0.094, -0.024, 0.316], [-0.104, 0.251, -0.274], [0.378, 0.030, 0.517], [-0.315, 0.231, -0.191], [-0.044, -0.582, -0.011], [-0.157, 0.185, -0.286], [-0.387, 0.301, 0.389], [0.030, 0.012, -0.020], [0.017, 0.012, 0.010], [-0.017, 0.003, 0.084], [-0.060, 0.048, -0.018], [-0.001, -0.006, -0.012], [-0.008, -0.019, -0.018], [0.050, 0.000, 0.008], [0.092, -0.037, 0.047], [-0.048, -0.011, -0.023], [0.028, -0.007, 0.002], [0.022, -0.005, -0.008], [0.010, 0.013, -0.056], [-0.027, 0.021, -0.023], [0.019, 0.001, 0.055], [-0.026, -0.052, -0.023], [-0.093, -0.024, -0.003], [-0.064, 0.040, 0.062], [0.377, 0.159, -0.349], [0.042, 0.010, 0.117], [-0.118, -0.067, 0.096], [-0.330, 0.212, 1.777], [0.371, -0.512, -0.025], [-0.016, 0.002, -0.008], [0.031, 0.048, -0.063], [-0.037, 0.039, -0.043], [-0.023, -0.014, -0.035], [0.008, -0.033, -0.054], [0.016, -0.034, -0.029], [0.012, 0.028, 0.027], [-0.051, -0.022, -0.027], [0.018, -0.049, -0.042], [-0.086, -0.234, -0.364], [0.112, 0.141, -0.322], [-0.125, -0.022, -0.087], [-0.043, 0.047, 0.032], [-0.005, -0.237, -0.199], [0.110, 0.123, 0.142], [0.225, 0.598, 0.339], [-0.396, -0.936, 0.046], [-0.225, -0.127, -0.113], [0.012, 0.164, 0.136], [-0.004, -0.046, -0.037], [0.216, 0.024, 0.307], [0.176, -0.380, -0.357], [-0.186, -0.013, 0.128], [-0.040, 0.018, -0.005], [-0.199, -0.028, 0.060], [0.223, 0.052, -0.225], [0.007, 0.024, 0.007], [0.004, 0.000, 0.020], [0.000, 0.001, 0.005], [0.074, -0.022, 0.000], [0.015, 0.006, -0.001], [-0.002, -0.003, 0.021], [-0.007, 0.023, -0.010], [-0.067, 0.108, -0.041], [-0.015, -0.033, -0.006], [-0.037, -0.021, 0.026], [-0.015, -0.065, 0.031], [0.018, -0.019, 0.043]],
  "mulliken_charge": [0.714, -1.291, 0.958, -0.542, 0.651, -0.786, -0.817, 1.163, -0.838, -0.771, -1.005, -0.340, 0.308, 0.669, -0.478, -0.446, 0.628, -0.148, -0.310, -1.047, -0.763, -0.992, 0.793, -0.998, 0.984, -0.761, 0.600, -0.839, -0.869, 0.263, 0.339, 0.431, 0.687, 0.519, 0.458, 0.463, 0.597, 0.511, 0.599, 0.457, 0.502, 0.342, 0.466, 0.545, 0.540, 0.786, -1.397, 1.320, -1.950, -1.671, 0.078, -0.290, 0.528, 0.074, 0.434, 0.484, 0.535, 0.389, 0.451, 0.447, 0.436, 0.412, 0.363, 0.329, -0.877, -0.212, 1.235, -0.249, 0.031, -1.210, 0.831, -1.647, 0.456, -0.837, -0.906, -0.882, -0.770, -0.034, 0.380, 0.413, 0.331, 0.531, 0.387, 0.411, 0.409, 0.791, 0.675, 0.593, 0.590, 0.656]
}



[4]
{
  "formula": "H16NaO8",
  "method": "ωB97M-V/def2-TZVPD",
  "total_energy_ev": -21052.558,
  "lumo_ev": -3.3,
  "spin_multiplicity": 1,
  "charge": 1,
  "de_lowest_kcal_mol": 20.3,
  "homo_ev": -14.5,
  "elements": ["Na", "O", "H", "H", "O", "H", "H", "O", "H", "H", "O", "H", "H", "O", "H", "H", "O", "H", "H", "O", "H", "H", "O", "H", "H"],
  "positions_angstrom": [[-0.164570, 0.284614, 0.075851], [1.383383, 0.204262, -1.702533], [0.987666, 0.183893, -2.587866], [2.185997, 0.761140, -1.785995], [-2.365445, 0.956569, -0.487638], [-2.989228, 0.319500, -0.662497], [-2.483169, 1.093079, 0.421134], [-0.931653, -1.657793, -1.403625], [-1.446424, -1.088312, -1.927777], [-0.464950, -2.089516, -2.114588], [-0.696031, -1.535937, 1.482699], [-1.661416, -1.499366, 1.734662], [-0.557669, -2.252643, 0.902187], [0.576542, 2.403279, 0.097542], [0.230823, 3.029580, 0.760136], [0.248315, 2.702023, -0.773151], [1.870793, -2.566618, -1.036744], [2.645834, -2.893113, -0.620162], [1.938539, -1.662453, -0.797531], [1.883320, 0.273485, 1.371840], [2.436074, 0.770576, 0.798925], [2.397003, -0.510042, 1.513469], [-1.476375, 1.335771, 1.943230], [-2.308330, 1.235714, 2.414535], [-1.239031, 2.202307, 2.383896]],
  "forces_ev_per_a": [[0.100, -0.514, 0.368], [0.503, 0.714, -0.361], [0.326, -0.086, 0.215], [-0.687, -0.423, -0.081], [2.087, 1.430, -1.572], [-2.421, -2.338, -1.222], [0.119, 0.902, 2.127], [0.742, -0.518, 0.547], [-1.661, 1.454, -0.711], [0.852, -0.951, 0.042], [-1.617, 1.814, 1.642], [1.730, -0.491, -0.514], [-0.118, -1.522, -1.103], [-0.323, 0.715, -0.293], [0.299, -0.240, -0.659], [0.180, 0.127, 0.694], [-0.768, -0.623, -0.377], [1.119, -1.202, 0.403], [-0.405, 1.688, -0.088], [-0.886, -0.305, 0.266], [0.710, 1.160, -0.714], [0.254, -0.882, 0.552], [-0.001, 2.060, 1.536], [-0.395, -0.704, 0.195], [0.259, -1.264, -0.891]],
  "mulliken_charge": [0.865, -0.470, 0.253, 0.255, -0.598, 0.311, 0.354, -0.510, 0.267, 0.281, -0.606, 0.299, 0.302, -0.578, 0.243, 0.333, -0.565, 0.293, 0.279, -0.568, 0.292, 0.280, -0.577, 0.300, 0.267]
}